[1]
The following is a DFT calculation (ωB97M-V/def2-TZVPD) of Cl5NP2 as an isolated structure at a distorted geometry.

Last column: natural (NBO) charge in e.
Geometry (Å):
1 N -1.566 0.118 0.659  -0.794
2 P -0.546 1.117 1.073  1.243
3 P -0.011 -1.567 -0.629  0.817
4 Cl 0.376 1.305 2.859  -0.253
5 Cl 0.139 2.610 -0.179  -0.287
6 Cl -1.017 -0.579 -1.888  -0.181
7 Cl 1.534 -0.377 0.004  -0.279
8 Cl 1.089 -2.626 -1.900  -0.267

2S+1: 3
Lowest unoccupied orbital energy (alpha / beta): -0.76 / -3.37 eV
Maximum force: 5.1 eV/A
Net charge: 0
Energy relative to the best compared isomer or geometry (same formula, charge and spin): 48.26 kcal per mole
Molecular weight: 253.2 Da
HOMO level (alpha / beta): -7.15 / -9.99 eV
⟨S²⟩: 2.01
Frontier orbital gap (alpha / beta): 6.39 / 6.62 eV

=====

[2]
The following is a DFT calculation (ωB97M-V/def2-TZVPD) of Cl6O24Pb as an isolated structure at a distorted geometry.

Last column: natural (NBO) charge in e.
Geometry (Å):
1 Pb 13.327 -6.748 -4.268  1.571
2 Cl 15.647 -12.433 -0.733  2.620
3 O 16.014 -12.194 0.589  -0.900
4 O 14.911 -11.242 -1.137  -0.906
5 O 16.834 -12.684 -1.492  -0.853
6 O 14.657 -13.364 -0.799  -0.876
7 Cl 17.127 -3.346 -0.042  2.541
8 O 16.040 -2.504 0.568  -0.872
9 O 16.490 -3.797 -1.190  -0.954
10 O 18.253 -2.530 -0.520  -0.872
11 O 17.480 -4.534 0.618  -0.841
12 Cl 11.332 -5.524 -10.627  2.526
13 O 10.127 -4.962 -10.418  -0.875
14 O 11.907 -6.054 -9.353  -0.853
15 O 10.916 -6.603 -11.493  -0.924
16 O 12.151 -4.683 -11.569  -0.869
17 Cl 7.296 -9.742 -5.260  2.500
18 O 7.297 -10.920 -6.072  -0.862
19 O 7.249 -8.727 -6.341  -0.855
20 O 6.141 -9.651 -4.303  -0.829
21 O 8.585 -9.621 -4.708  -0.848
22 Cl 8.562 -3.552 -1.244  2.493
23 O 9.172 -2.863 -0.121  -0.832
24 O 8.202 -2.815 -2.495  -0.804
25 O 9.618 -4.463 -1.224  -0.830
26 O 7.344 -4.210 -0.794  -0.854
27 Cl 17.910 -10.046 -7.188  2.637
28 O 18.595 -11.185 -6.994  -0.887
29 O 17.525 -9.450 -5.952  -0.877
30 O 18.652 -9.173 -8.108  -0.906
31 O 16.820 -10.380 -7.973  -0.909

Lowest unoccupied orbital energy: 0.32 eV
Maximum force: 8.5 eV/A
Net charge: -4
Energy relative to the best compared isomer or geometry (same formula, charge and spin): 230.06 kcal per mole
Molecular weight: 803.9 Da
HOMO level: -1.64 eV
Frontier orbital gap: 1.96 eV

=====

[3]
The following is a DFT calculation (ωB97M-V/def2-TZVPD) of Cl6Y as an isolated structure at a distorted geometry.

Last column: natural (NBO) charge in e.
Geometry (Å):
1 Y 0.074 0.063 -0.257  1.647
2 Cl 2.744 -0.755 -0.224  -0.768
3 Cl -2.666 0.057 0.390  -0.775
4 Cl 0.200 2.555 -1.237  -0.745
5 Cl 0.136 1.562 2.258  -0.803
6 Cl -0.457 -1.318 -2.550  -0.756
7 Cl -0.030 -2.163 1.620  -0.800

Lowest unoccupied orbital energy: 8.35 eV
Maximum force: 1.8 eV/A
Net charge: -3
Energy relative to the best compared isomer or geometry (same formula, charge and spin): 0.00 kcal per mole
Molecular weight: 301.6 Da
HOMO level: 1.06 eV
Frontier orbital gap: 7.30 eV

=====

[4]
The following is a DFT calculation (ωB97M-V/def2-TZVPD) of ClCu4O4Pb2 as an isolated structure at a distorted geometry.

Last column: natural (NBO) charge in e.
Geometry (Å):
1 Cu 2.096 2.795 0.992  1.002
2 Cu -0.124 -1.949 3.303  0.997
3 Cu 0.162 2.096 -3.231  1.022
4 Cu -0.593 1.181 3.821  1.007
5 Pb 0.026 -3.848 -0.657  1.979
6 Pb -2.333 -0.424 -3.428  1.950
7 Cl 0.178 0.017 -0.130  2.566
8 O 0.942 1.174 -0.616  -0.834
9 O 0.719 -1.192 -0.564  -0.915
10 O 0.141 -0.128 1.249  -0.869
11 O -1.215 0.278 -0.738  -0.905

Lowest unoccupied orbital energy: -26.29 eV
Maximum force: 6.4 eV/A
Net charge: +7
Energy relative to the best compared isomer or geometry (same formula, charge and spin): 320.89 kcal per mole
Molecular weight: 768.0 Da
HOMO level: -32.12 eV
Frontier orbital gap: 5.83 eV